(1)
ORCA calculation (ωB97M-V with the def2-TZVPD basis set) on a cluster of 2 separate species, C34H26Br2O4S2 in total in a non-equilibrium geometry.

Results
DFT total energy, eV: -205619.8312
E_HOMO, eV: -6.57

Cartesian coordinates (Å):
Br1 5.69 -3.63 1.49
C1 3.84 -3.27 1.66
C2 3.24 -3.21 2.93
C3 1.85 -3.07 3.04
C4 1.04 -2.93 1.88
C5 -0.40 -2.89 1.94
C6 -1.13 -2.15 1.00
C7 -2.33 -1.46 1.16
C8 -3.07 -0.85 0.09
C9 -4.33 -0.26 0.37
C10 -5.19 0.16 -0.64
C11 -4.78 0.06 -1.99
Br2 -5.97 0.59 -3.36
C12 -3.51 -0.45 -2.30
C13 -2.66 -0.88 -1.27
C14 1.70 -2.83 0.63
C15 3.08 -3.00 0.51
H1 3.86 -3.29 3.82
H2 1.38 -3.06 4.02
H3 -0.91 -3.41 2.74
H4 -0.69 -2.09 0.01
H5 -2.73 -1.34 2.17
H6 -4.63 -0.16 1.41
H7 -6.16 0.59 -0.40
H8 -3.19 -0.48 -3.33
H9 -1.67 -1.25 -1.54
H10 1.13 -2.65 -0.27
H11 3.56 -2.95 -0.46
C16 -1.37 -8.59 -0.03
C17 -0.19 -8.12 0.57
C18 -0.23 -7.06 1.47
C19 -1.47 -6.52 1.91
C20 -1.54 -5.78 3.15
S1 -3.20 -5.48 3.79
C21 -3.26 -4.37 5.19
C22 -4.05 -4.80 6.25
C23 -4.08 -4.06 7.43
C24 -3.38 -2.85 7.50
C25 -2.71 -2.35 6.38
C26 -2.68 -3.10 5.20
O1 -3.97 -4.80 2.77
O2 -3.62 -6.77 4.29
S2 -0.54 -6.44 4.53
C27 -0.91 -8.16 4.99
C28 -1.94 -8.48 5.87
C29 -2.16 -9.81 6.24
C30 -1.36 -10.83 5.72
C31 -0.28 -10.50 4.91
C32 -0.06 -9.17 4.54
O3 0.85 -6.44 4.12
O4 -0.95 -5.63 5.66
C33 -2.62 -6.92 1.20
C34 -2.58 -7.98 0.31
H12 -1.34 -9.41 -0.75
H13 0.76 -8.60 0.32
H14 0.69 -6.66 1.87
H15 -4.59 -5.74 6.17
H16 -4.62 -4.45 8.29
H17 -3.35 -2.29 8.45
H18 -2.18 -1.39 6.42
H19 -2.21 -2.71 4.30
H20 -2.59 -7.70 6.26
H21 -2.96 -10.04 6.94
H22 -1.56 -11.87 5.98
H23 0.41 -11.26 4.57
H24 0.77 -8.91 3.88
H25 -3.57 -6.43 1.39
H26 -3.51 -8.34 -0.13



(2)
ORCA calculation (ωB97M-V with the def2-TZVPD basis set) on a structure of composition C55H45F7N6P2Pt.

Results
2S+1: 2
Expectation value of S²: 0.75
DFT total energy, eV: -107555.5964
Charge: +1
Relative energy (zero: lowest compared OMol25 entry of this formula, charge and spin), eV: 0.064
E_HOMO (spin up / spin down), eV: -10.38 / -10.41

Cartesian coordinates (Å):
Pt1 0.76 0.37 -0.41
C1 -4.25 2.38 0.35
N1 -2.83 2.51 0.05
C2 -1.85 1.64 0.38
N2 -0.70 2.07 -0.11
C3 -0.92 3.26 -0.75
C4 -2.27 3.53 -0.68
C5 -3.09 4.58 -1.30
C6 -3.24 4.59 -2.68
C7 -4.02 5.57 -3.29
C8 -4.64 6.54 -2.52
C9 -4.49 6.54 -1.14
C10 -3.72 5.56 -0.53
C11 0.19 4.07 -1.30
C12 0.00 5.38 -1.72
C13 1.06 6.13 -2.21
C14 2.33 5.59 -2.28
C15 2.54 4.28 -1.85
C16 1.48 3.53 -1.37
P1 -2.05 0.15 1.39
C17 -0.41 0.21 2.19
N3 0.76 0.39 1.59
C18 1.73 0.52 2.55
C19 1.13 0.38 3.77
N4 -0.21 0.19 3.53
C20 -1.25 0.07 4.56
C21 1.72 0.43 5.12
C22 1.58 -0.64 6.00
C23 2.16 -0.60 7.26
C24 2.89 0.52 7.64
C25 3.05 1.58 6.77
C26 2.47 1.54 5.51
C27 3.12 0.90 2.25
C28 3.36 2.09 1.57
C29 4.66 2.45 1.25
C30 5.72 1.63 1.63
C31 5.49 0.45 2.32
C32 4.19 0.08 2.63
C33 -1.75 -1.17 0.18
N5 -0.61 -1.43 -0.46
C34 -0.79 -2.59 -1.18
C35 -2.09 -3.01 -0.99
N6 -2.68 -2.11 -0.13
C36 -4.06 -2.15 0.33
C37 -2.82 -4.12 -1.62
C38 -2.90 -4.16 -3.01
C39 -3.57 -5.21 -3.63
C40 -4.15 -6.22 -2.87
C41 -4.06 -6.18 -1.48
C42 -3.40 -5.13 -0.86
C43 0.17 -3.35 -2.00
C44 0.28 -4.72 -1.74
C45 1.01 -5.55 -2.57
C46 1.64 -5.02 -3.69
C47 1.57 -3.66 -3.94
C48 0.85 -2.82 -3.10
H1 -4.50 1.33 0.48
H2 -4.83 2.78 -0.48
H3 -4.50 2.93 1.26
H4 -2.75 3.83 -3.28
H5 -4.13 5.57 -4.37
H6 -5.24 7.31 -3.00
H7 -4.97 7.30 -0.54
H8 -3.58 5.57 0.55
H9 -0.98 5.83 -1.66
H10 0.88 7.15 -2.54
H11 3.16 6.17 -2.66
H12 3.52 3.84 -1.91
H13 1.67 2.51 -1.05
H14 -0.89 0.55 5.46
H15 -1.45 -0.98 4.77
H16 -2.15 0.55 4.21
H17 1.02 -1.52 5.69
H18 2.04 -1.43 7.93
H19 3.35 0.55 8.62
H20 3.62 2.45 7.06
H21 2.59 2.37 4.82
H22 2.53 2.72 1.28
H23 4.85 3.38 0.72
H24 6.74 1.92 1.38
H25 6.31 -0.18 2.61
H26 3.99 -0.85 3.15
H27 -4.65 -2.69 -0.41
H28 -4.45 -1.14 0.41
H29 -4.14 -2.65 1.29
H30 -2.44 -3.38 -3.59
H31 -3.63 -5.24 -4.71
H32 -4.66 -7.03 -3.35
H33 -4.50 -6.97 -0.89
H34 -3.31 -5.11 0.22
H35 -0.23 -5.14 -0.88
H36 1.07 -6.61 -2.36
H37 2.20 -5.67 -4.36
H38 2.07 -3.24 -4.80
H39 0.79 -1.77 -3.31
F1 3.26 -6.00 0.87
C49 3.08 -4.71 0.50
C50 2.43 -3.86 1.37
C51 2.23 -2.55 0.98
C52 2.66 -2.09 -0.27
C53 2.53 -0.66 -0.63
C54 3.31 -2.99 -1.12
C55 3.53 -4.30 -0.73
H40 2.10 -4.23 2.33
H41 1.73 -1.86 1.65
H42 2.80 -0.44 -1.67
H43 3.21 -0.09 0.01
H44 3.65 -2.66 -2.09
H45 4.03 -5.01 -1.38
F2 -1.87 0.80 -2.34
P2 -0.96 0.68 -3.66
F3 0.14 0.47 -4.77
F4 -1.22 -0.89 -3.61
F5 -2.14 0.98 -4.65
F6 0.51 0.35 -2.48
F7 -0.54 2.20 -3.49



(3)
ORCA calculation (ωB97M-V with the def2-TZVPD basis set) on an isolated molecule of C6H7NO2 in a non-equilibrium geometry.

Results
SMILES: C/[N+]([O-])=C\c1ccco1
DFT total energy, eV: -11916.8136
Relative energy (zero: lowest compared OMol25 entry of this formula, charge and spin), eV: 3.618
E_HOMO, eV: -7.74

Cartesian coordinates (Å):
C1 1.38 -0.61 1.69
N1 1.80 0.44 0.82
O1 2.93 0.92 1.06
C2 0.99 1.00 -0.10
C3 -0.23 0.41 -0.50
C4 -0.98 0.76 -1.55
C5 -2.18 -0.13 -1.52
C6 -2.02 -0.90 -0.41
O2 -0.84 -0.67 0.23
H1 0.47 -0.40 2.21
H2 2.27 -0.77 2.27
H3 1.12 -1.42 1.11
H4 1.53 1.74 -0.65
H5 -0.87 1.57 -2.26
H6 -2.83 -0.13 -2.43
H7 -2.54 -1.82 0.01